{
  "formula": "C40H39ClMgN3O3PSTe",
  "method": "ωB97M-V/def2-TZVPD",
  "elements": ["Mg", "N", "C", "C", "O", "O", "H", "H", "H", "H", "Cl", "C", "C", "C", "C", "C", "C", "P", "C", "C", "C", "C", "C", "C", "C", "C", "C", "C", "C", "C", "H", "H", "H", "H", "H", "H", "H", "H", "H", "H", "H", "H", "H", "H", "Te", "C", "C", "C", "C", "C", "C", "H", "H", "H", "H", "H", "S", "C", "N", "C", "C", "C", "N", "H", "H", "H", "H", "C", "C", "C", "C", "C", "C", "C", "O", "C", "C", "C", "H", "H", "H", "H", "H", "H", "H", "H", "H", "H", "H", "H"],
  "xyz": [[0.349, 1.069, -0.641], [-0.034, 3.277, -1.504], [-0.736, 3.964, -0.392], [-1.232, 2.908, 0.615], [-2.351, 2.987, 1.099], [-0.339, 2.007, 0.845], [0.668, 3.872, -1.923], [-0.707, 3.065, -2.234], [-1.572, 4.579, -0.719], [-0.030, 4.592, 0.152], [2.695, 1.828, 0.305], [2.961, 1.502, 1.996], [4.007, 2.191, 2.601], [4.293, 1.969, 3.933], [3.526, 1.067, 4.661], [2.482, 0.400, 4.048], [2.173, 0.592, 2.696], [0.772, -0.362, 1.926], [-0.382, -0.159, 3.359], [-0.858, -1.223, 4.120], [-1.663, -0.989, 5.229], [-1.999, 0.305, 5.592], [-1.535, 1.372, 4.833], [-0.728, 1.144, 3.731], [1.373, -2.082, 2.186], [0.505, -3.090, 1.760], [0.881, -4.421, 1.809], [2.142, -4.771, 2.272], [3.018, -3.782, 2.689], [2.638, -2.444, 2.643], [4.592, 2.889, 2.016], [5.108, 2.503, 4.405], [3.746, 0.878, 5.705], [1.890, -0.304, 4.621], [-0.594, -2.240, 3.864], [-2.024, -1.826, 5.815], [-2.631, 0.483, 6.453], [-1.801, 2.387, 5.099], [-0.368, 1.976, 3.145], [-0.474, -2.816, 1.377], [0.197, -5.191, 1.472], [2.445, -5.810, 2.299], [4.001, -4.044, 3.061], [3.335, -1.688, 2.979], [1.164, -0.200, -2.877], [1.121, 1.417, -4.263], [2.095, 2.421, -4.254], [2.182, 3.348, -5.288], [1.289, 3.297, -6.350], [0.294, 2.327, -6.358], [0.214, 1.397, -5.327], [2.811, 2.460, -3.439], [2.964, 4.099, -5.277], [1.373, 3.999, -7.170], [-0.409, 2.280, -7.181], [-0.553, 0.631, -5.350], [2.381, -2.777, -1.198], [3.639, -1.694, -1.332], [4.343, -1.323, -0.208], [5.385, -0.464, -0.242], [5.785, 0.036, -1.434], [5.061, -0.385, -2.577], [4.006, -1.150, -2.529], [4.062, -1.771, 0.655], [5.848, -0.229, 0.707], [6.626, 0.708, -1.509], [5.357, -0.062, -3.572], [-7.053, -3.157, -1.536], [-5.868, -2.234, -1.520], [-4.574, -2.712, -1.681], [-3.468, -1.874, -1.649], [-2.108, -2.473, -1.891], [-3.674, -0.496, -1.419], [-2.583, 0.434, -1.200], [-1.399, 0.144, -1.090], [-4.987, 0.014, -1.302], [-5.269, 1.488, -1.119], [-6.053, -0.864, -1.344], [-6.759, -4.176, -1.783], [-7.793, -2.820, -2.262], [-7.538, -3.166, -0.557], [-4.420, -3.774, -1.836], [-2.174, -3.561, -1.918], [-1.388, -2.183, -1.130], [-1.702, -2.134, -2.845], [-2.869, 1.488, -1.088], [-4.817, 1.880, -0.205], [-6.341, 1.659, -1.064], [-4.879, 2.071, -1.956], [-7.062, -0.480, -1.233]],
  "forces_ev_per_a": [[0.12, -0.10, -0.63], [-0.39, -0.15, 0.39], [-0.01, -0.28, -0.01], [0.00, 0.38, -0.09], [0.21, -0.05, 0.00], [-0.67, 0.38, 0.72], [0.09, -0.07, -0.12], [0.16, 0.02, -0.18], [-0.02, 0.06, -0.07], [0.06, 0.04, -0.08], [0.40, 0.01, -0.19], [-0.12, -0.14, 0.34], [0.06, 0.04, -0.18], [-0.01, -0.02, 0.07], [0.00, -0.04, 0.02], [0.06, 0.06, -0.03], [-0.03, 0.00, -0.23], [0.46, -0.14, 0.54], [-0.04, 0.05, -0.05], [0.00, 0.04, -0.06], [-0.02, -0.05, 0.02], [-0.05, 0.04, -0.05], [0.07, -0.05, -0.01], [-0.10, -0.08, -0.02], [-0.03, 0.03, -0.20], [0.03, 0.07, 0.02], [-0.02, -0.06, 0.02], [0.04, 0.00, 0.01], [0.00, 0.08, 0.01], [-0.09, -0.07, 0.02], [-0.04, 0.00, 0.02], [-0.02, -0.01, -0.02], [-0.02, 0.03, -0.02], [-0.04, 0.03, 0.00], [0.00, -0.01, 0.02], [0.02, 0.00, -0.02], [0.02, -0.01, 0.00], [0.01, -0.01, -0.01], [-0.02, 0.03, -0.02], [0.02, -0.06, -0.04], [0.00, 0.04, 0.00], [-0.02, 0.02, 0.00], [-0.02, -0.01, -0.04], [0.02, 0.02, 0.03], [-0.15, 0.38, -0.64], [-0.01, 0.02, 0.01], [-0.08, 0.05, -0.05], [-0.02, -0.04, 0.05], [-0.05, 0.00, -0.01], [0.07, -0.05, 0.05], [0.04, 0.15, 0.03], [0.02, -0.03, -0.03], [-0.02, -0.01, 0.02], [-0.02, 0.02, 0.03], [0.00, 0.00, 0.02], [0.02, 0.00, -0.03], [0.28, -0.02, 0.21], [-0.43, -0.34, -0.05], [0.07, 0.04, -0.14], [-0.03, 0.00, 0.05], [0.25, 0.18, -0.07], [-0.24, -0.05, 0.13], [0.92, -0.43, -0.01], [-0.11, 0.00, 0.02], [0.01, -0.01, -0.01], [-0.02, -0.01, 0.01], [0.03, 0.10, 0.07], [0.06, 0.04, 0.02], [0.03, 0.09, 0.00], [-0.05, -0.04, -0.02], [0.15, 0.00, 0.06], [-0.08, -0.07, 0.08], [-0.16, -0.20, -0.02], [-0.12, 0.23, 0.02], [-0.41, -0.13, 0.31], [-0.01, 0.09, 0.06], [0.11, -0.05, 0.08], [-0.09, -0.05, -0.03], [-0.02, 0.01, 0.00], [0.00, -0.03, -0.01], [0.00, -0.03, -0.01], [0.01, 0.03, -0.02], [-0.05, 0.02, -0.02], [0.03, -0.01, -0.03], [0.08, 0.08, 0.06], [-0.02, -0.02, -0.03], [-0.02, 0.01, -0.02], [-0.02, -0.02, -0.01], [-0.03, 0.01, 0.01], [0.04, 0.01, -0.02]],
  "lowdin_charge": [0.199, 0.011, -0.138, -0.651, 0.046, -0.239, 0.085, 0.091, 0.115, 0.124, 0.758, -0.596, -0.112, -0.075, -0.065, -0.094, -0.356, 1.137, -0.340, -0.087, -0.086, -0.089, -0.067, -0.088, -0.391, -0.152, -0.084, -0.084, -0.083, -0.118, 0.104, 0.108, 0.109, 0.118, 0.090, 0.102, 0.101, 0.107, 0.094, 0.108, 0.109, 0.105, 0.105, 0.091, 0.980, -0.635, -0.181, -0.112, -0.115, -0.105, -0.171, 0.081, 0.095, 0.094, 0.096, 0.081, 0.585, -0.922, 0.070, -0.098, -0.057, -0.128, -0.024, 0.106, 0.128, 0.101, 0.118, -0.043, -0.248, -0.003, -0.166, -0.029, -0.087, -0.130, -0.138, -0.191, -0.037, -0.010, 0.076, 0.084, 0.087, 0.116, 0.081, 0.063, 0.077, 0.118, 0.085, 0.077, 0.090, 0.120]
}

{
  "formula": "C40H39CuN7O5PS4Sb",
  "method": "ωB97M-V/def2-TZVPD",
  "elements": ["Cu", "C", "N", "C", "N", "C", "N", "C", "P", "C", "C", "H", "H", "H", "H", "H", "H", "H", "H", "H", "H", "H", "H", "O", "S", "O", "N", "C", "O", "C", "C", "C", "C", "C", "C", "H", "H", "H", "H", "S", "Sb", "C", "C", "C", "C", "C", "C", "C", "C", "C", "C", "C", "C", "C", "C", "C", "C", "C", "C", "H", "H", "H", "H", "H", "H", "H", "H", "H", "H", "H", "H", "H", "H", "H", "N", "C", "C", "C", "C", "C", "C", "S", "O", "O", "N", "C", "S", "C", "C", "N", "H", "H", "H", "H", "H", "H", "H", "H"],
  "xyz": [[-0.027, -0.141, -0.282], [1.494, 4.262, 1.992], [0.283, 3.744, 2.621], [-0.837, 4.598, 2.229], [-1.006, 4.753, 0.788], [0.255, 5.231, 0.224], [1.416, 4.402, 0.540], [1.309, 3.088, -0.109], [-0.184, 2.145, 0.417], [0.040, 2.351, 2.233], [-1.422, 3.488, 0.171], [2.333, 3.607, 2.239], [1.690, 5.254, 2.413], [-0.660, 5.592, 2.653], [-1.760, 4.198, 2.654], [0.439, 6.234, 0.622], [0.155, 5.299, -0.862], [2.199, 2.491, 0.111], [1.291, 3.215, -1.196], [0.880, 1.728, 2.557], [-0.852, 1.974, 2.736], [-2.380, 3.170, 0.586], [-1.568, 3.636, -0.904], [-4.347, 2.301, 1.850], [-4.059, 0.962, 2.308], [-4.202, 0.706, 3.717], [-2.633, 0.467, 1.736], [-2.761, -0.525, 0.868], [-1.835, -1.076, 0.239], [-4.189, -0.964, 0.649], [-4.668, -1.972, -0.169], [-6.041, -2.180, -0.210], [-6.904, -1.395, 0.551], [-6.419, -0.384, 1.373], [-5.052, -0.195, 1.399], [-3.979, -2.573, -0.748], [-6.448, -2.962, -0.838], [-7.970, -1.580, 0.505], [-7.084, 0.229, 1.965], [2.047, -0.673, 0.464], [1.617, -2.586, -0.730], [0.915, -3.948, 0.754], [0.034, -4.980, 0.452], [-0.377, -5.866, 1.439], [0.094, -5.728, 2.735], [0.973, -4.701, 3.044], [1.379, -3.814, 2.059], [3.454, -3.511, -1.221], [3.599, -4.884, -1.064], [4.811, -5.496, -1.355], [5.882, -4.734, -1.793], [5.744, -3.360, -1.933], [4.534, -2.745, -1.649], [0.307, -3.184, -2.262], [0.855, -3.962, -3.277], [0.030, -4.502, -4.255], [-1.333, -4.249, -4.226], [-1.870, -3.458, -3.222], [-1.056, -2.929, -2.229], [-0.345, -5.100, -0.556], [-1.071, -6.660, 1.195], [-0.232, -6.416, 3.505], [1.335, -4.582, 4.057], [2.041, -2.995, 2.312], [2.771, -5.486, -0.706], [4.917, -6.567, -1.234], [6.826, -5.210, -2.025], [6.578, -2.759, -2.271], [4.430, -1.676, -1.771], [1.922, -4.138, -3.318], [0.460, -5.098, -5.050], [-1.973, -4.663, -4.995], [-2.933, -3.250, -3.208], [-1.484, -2.329, -1.437], [0.699, -1.893, -9.007], [1.103, -1.432, -7.746], [0.256, -1.558, -6.646], [0.671, -1.155, -5.390], [1.934, -0.603, -5.217], [2.784, -0.478, -6.304], [2.375, -0.899, -7.560], [2.433, -0.006, -3.622], [3.794, 0.451, -3.747], [2.254, -1.146, -2.720], [1.510, 1.213, -3.317], [0.191, 1.106, -3.102], [-0.798, 2.378, -3.770], [-2.209, 1.629, -3.121], [-1.852, 0.504, -2.467], [-0.506, 0.207, -2.436], [-0.301, -1.882, -9.140], [1.163, -1.432, -9.775], [-0.726, -1.996, -6.771], [0.010, -1.279, -4.542], [3.764, -0.046, -6.158], [3.048, -0.806, -8.406], [-3.196, 2.046, -3.214], [-2.531, -0.153, -1.946]],
  "forces_ev_per_a": [[-0.17, 0.55, 0.09], [0.07, 0.06, 0.07], [0.05, 0.05, -0.02], [-0.07, 0.10, 0.15], [0.02, 0.00, -0.04], [-0.01, 0.07, -0.03], [-0.02, -0.01, -0.02], [0.12, 0.11, -0.10], [-0.03, -0.65, -0.12], [-0.01, 0.00, 0.17], [-0.08, 0.06, -0.16], [-0.02, 0.00, 0.00], [0.01, -0.02, -0.01], [-0.01, -0.03, -0.01], [0.01, -0.03, -0.02], [0.00, -0.03, -0.01], [0.00, -0.01, 0.01], [-0.04, 0.02, 0.02], [0.00, 0.01, 0.03], [0.00, 0.03, -0.03], [0.03, 0.02, -0.04], [-0.02, 0.00, 0.06], [0.03, 0.02, 0.05], [-0.01, 0.02, 0.08], [-0.06, 0.04, -0.10], [0.05, 0.03, 0.01], [0.07, 0.00, -0.01], [-0.05, 0.05, 0.09], [0.03, -0.16, -0.15], [0.12, -0.02, 0.02], [0.02, 0.07, 0.04], [0.03, -0.01, -0.02], [-0.07, 0.00, 0.02], [0.05, -0.04, -0.05], [-0.13, -0.02, -0.01], [0.01, -0.03, -0.01], [-0.01, 0.00, 0.00], [0.00, 0.01, -0.01], [-0.01, 0.01, 0.02], [-0.01, -0.18, -0.08], [0.23, 0.15, 0.39], [0.03, -0.02, 0.04], [-0.02, -0.06, -0.05], [-0.02, -0.01, -0.02], [-0.02, -0.04, 0.03], [0.00, 0.00, 0.03], [0.01, 0.06, 0.04], [0.03, 0.06, -0.03], [-0.02, -0.10, 0.02], [0.00, -0.05, 0.01], [0.02, 0.00, -0.01], [0.01, 0.03, -0.01], [0.02, -0.04, 0.00], [0.05, -0.09, -0.20], [-0.08, 0.00, -0.05], [0.04, 0.07, 0.00], [0.01, -0.03, -0.10], [-0.06, 0.02, 0.04], [-0.04, -0.03, 0.01], [0.00, 0.02, -0.02], [-0.01, -0.01, -0.01], [0.00, 0.00, 0.01], [0.00, 0.00, 0.02], [0.01, 0.02, -0.02], [-0.01, 0.01, -0.01], [-0.01, 0.00, 0.00], [0.02, -0.01, 0.01], [0.02, 0.00, -0.01], [-0.04, 0.05, -0.01], [0.03, 0.00, 0.00], [0.00, -0.02, -0.01], [-0.02, 0.00, 0.00], [-0.01, 0.00, 0.00], [0.00, 0.01, 0.02], [-0.04, 0.03, -0.07], [0.02, -0.01, 0.03], [0.04, -0.04, 0.02], [-0.03, -0.05, 0.00], [-0.02, 0.01, -0.02], [-0.01, 0.02, -0.02], [0.00, 0.04, 0.03], [0.26, -0.13, 0.23], [0.00, -0.03, -0.06], [-0.10, -0.06, -0.28], [0.03, 0.17, 0.00], [0.17, -0.04, 0.03], [-0.15, 0.13, -0.08], [0.00, -0.06, 0.05], [-0.06, 0.01, -0.09], [-0.04, -0.06, 0.14], [0.01, -0.02, 0.02], [0.01, -0.02, 0.01], [-0.04, -0.01, -0.01], [-0.03, -0.01, 0.07], [0.02, 0.01, 0.03], [0.00, -0.01, -0.01], [-0.04, 0.04, -0.02], [-0.05, -0.01, 0.01]],
  "lowdin_charge": [-0.171, -0.206, -0.151, -0.195, -0.148, -0.203, -0.151, -0.308, 1.000, -0.307, -0.295, 0.124, 0.119, 0.120, 0.128, 0.119, 0.124, 0.079, 0.080, 0.085, 0.072, 0.066, 0.074, -0.324, 0.613, -0.311, -0.032, -0.505, -0.082, -0.127, -0.005, -0.077, -0.082, -0.036, -0.213, 0.107, 0.099, 0.099, 0.118, 0.226, 1.324, -0.335, -0.117, -0.092, -0.098, -0.088, -0.126, -0.329, -0.123, -0.096, -0.098, -0.077, -0.104, -0.339, -0.111, -0.087, -0.099, -0.079, -0.122, 0.092, 0.098, 0.097, 0.100, 0.073, 0.097, 0.098, 0.096, 0.103, 0.089, 0.100, 0.104, 0.098, 0.099, 0.067, 0.079, -0.330, -0.030, -0.054, -0.262, -0.054, -0.038, 0.577, -0.317, -0.458, -0.146, -0.762, 1.013, -0.418, -0.264, -0.006, 0.080, 0.079, 0.108, 0.101, 0.108, 0.105, 0.058, 0.095],
  "total_charge": -1
}

Number 1: E_tot -3605.601148 Eh, F_max 1.1 eV/Å. Number 2: E_tot -6122.120960 Eh, F_max 0.7 eV/Å.